{"formula": "C4H7INOP", "method": "the ωB97M-V functional and the def2-TZVPD basis", "orbital_gap_ev": [6.8, 6.6], "lumo_ev": [0.3, -2.7], "de_lowest_kj_mol": 164.6, "multiplicity": 3, "energy_ha": -925.49910, "s2": 2.008, "elements": ["C", "C", "C", "C", "N", "O", "P", "I", "H", "H", "H", "H", "H", "H", "H"], "positions_angstrom": [[-0.17027, 0.89077, -0.11869], [0.83516, -1.23283, 0.34564], [0.27369, -2.56562, 0.09374], [-1.49234, 1.50814, -0.47204], [0.92730, 1.48109, -0.44170], [-0.24139, -0.37477, 0.41646], [-1.39997, -2.58584, -0.13617], [-1.75689, -5.00734, -0.20947], [1.52156, -1.30117, 1.32200], [1.52007, -0.91442, -0.57007], [0.87340, -3.47627, -0.05581], [-1.92416, 1.30032, -1.40559], [-1.37953, 2.61885, -0.28948], [-2.45063, 1.19248, 0.23069], [1.78602, 1.03455, -0.34635]], "forces_ev_per_angstrom": [[2.29, 0.08, -1.15], [3.53, -0.71, -0.24], [4.14, -1.12, 0.53], [-2.32, 1.17, 4.25], [-3.75, 0.82, -0.09], [-1.23, 1.36, 0.37], [-5.02, -0.60, -0.99], [0.14, 0.35, 0.17], [-1.29, 0.72, -1.82], [-0.93, -0.61, 1.75], [0.04, 0.88, 0.02], [0.28, -0.33, -1.65], [-0.17, -1.26, -0.61], [2.79, 0.49, -1.22], [1.51, -1.23, 0.67]], "nbo_charge": [0.577, -0.139, -0.577, -0.685, -0.702, -0.529, 0.457, -0.115, 0.213, 0.202, 0.226, 0.245, 0.249, 0.227, 0.350]}